(i)
Molecular formula: C8H7NOS
Method: DFT, the ωB97M-V functional and the def2-TZVPD basis

XYZ file:
```
18
C8H7NOS (the ωB97M-V functional and the def2-TZVPD basis)
C -2.136 -0.381 -0.420
C -2.074 0.933 -0.797
C -1.028 -1.024 0.083
C -0.919 1.650 -0.532
C 0.155 -0.366 0.290
C 0.225 0.982 -0.036
C 1.702 -3.071 -0.852
C 1.296 -1.222 0.807
N 1.546 -2.156 -0.170
O 2.907 1.158 0.126
S 1.717 2.009 -0.085
H -3.001 -0.847 -0.662
H -2.780 1.554 -1.210
H -1.212 -2.123 0.401
H -0.972 2.734 -0.860
H 1.415 2.564 1.275
H 2.156 -0.728 0.961
H 1.003 -1.666 1.680
```

Properties
HOMO-LUMO gap = 9.71 eV
Multiplicity = 1

natural (NBO) atomic charge list, values in e, 6 entries:
1. C -0.19
2. C -0.20
3. C -0.17
4. C -0.20
5. C -0.02
6. C -0.27


(ii)
Molecular formula: C8H7NOS
Method: DFT, the ωB97M-V functional and the def2-TZVPD basis

XYZ file:
```
18
C8H7NOS (the ωB97M-V functional and the def2-TZVPD basis)
C -2.758 -1.591 0.996
N -1.579 -0.863 0.696
S -0.508 -0.471 1.970
C 0.606 0.306 0.778
C 1.838 0.895 0.988
C 2.534 1.421 -0.111
C 2.069 1.329 -1.395
C 0.864 0.658 -1.590
C 0.119 0.119 -0.558
C -1.150 -0.633 -0.608
O -1.723 -1.130 -1.555
H -3.390 -1.483 0.154
H -3.232 -1.122 1.864
H -2.559 -2.685 1.156
H 2.270 1.014 1.967
H 3.501 1.862 0.093
H 2.625 1.670 -2.234
H 0.469 0.702 -2.609
```

Properties
SMILES = Cn1sc2ccccc2c1=O
HOMO-LUMO gap = 8.78 eV
Multiplicity = 1

natural (NBO) atomic charge list, values in e, 6 entries:
1. C -0.42
2. N -0.56
3. S 0.48
4. C -0.11
5. C -0.25
6. C -0.17


Which is the most stable structure? (ii) is the most stable.


(i)
Molecular formula: C3H7N2OS
Method: DFT, the ωB97M-V functional and the def2-TZVPD basis

XYZ file:
```
14
C3H7N2OS (the ωB97M-V functional and the def2-TZVPD basis)
C 0.970 0.494 -0.616
C -0.938 -0.725 0.088
C -0.788 0.887 1.211
N 0.209 -0.594 -0.692
N 2.021 0.581 -1.438
O -0.373 0.476 2.429
S 0.491 1.832 0.332
H -0.673 -1.533 0.823
H -1.832 -0.818 -0.526
H -1.612 1.491 1.195
H 0.141 -1.113 -1.556
H 2.583 -0.145 -1.862
H 2.827 1.269 -1.438
H 0.197 1.188 2.861
```

Properties
HOMO-LUMO gap = 10.72 eV
Multiplicity = 1
Total charge = +1

natural (NBO) atomic charge list, values in e, 6 entries:
1. C 0.36
2. C -0.20
3. C 0.03
4. N -0.56
5. N -0.77
6. O -0.69


(ii)
Molecular formula: C3H7N2OS
Method: DFT, the ωB97M-V functional and the def2-TZVPD basis

XYZ file:
```
14
C3H7N2OS (the ωB97M-V functional and the def2-TZVPD basis)
C -1.913 0.355 0.964
C -1.857 -0.075 -0.282
C -0.665 -0.744 -1.033
S 0.669 -1.353 0.002
N 1.617 0.025 -0.057
N 2.778 0.227 0.515
O 1.184 1.127 -0.723
H -2.761 0.649 1.548
H -0.980 0.603 1.619
H -2.690 -0.201 -0.954
H -0.407 0.076 -1.783
H -1.197 -1.498 -1.457
H 3.310 1.078 0.250
H 2.913 -0.270 1.391
```

Properties
SMILES = C=CCS[N+](N)=O
HOMO-LUMO gap (alpha / beta) = 7.35 / 7.35 eV
Multiplicity = 1
Total charge = +1

natural (NBO) atomic charge list, values in e, 6 entries:
1. C -0.37
2. C -0.19
3. C -0.63
4. S 0.71
5. N 0.14
6. N -0.49


Which is the most stable structure? (i) is the most stable.